# 1
Entry from OMol25: C24H60F8Li4N4O32P4S8 as an isolated structure in a non-equilibrium geometry (ωB97M-V/def2-TZVPD).

electronic energy = -243748.4449 eV
gap between HOMO and LUMO = 9.62 eV
multiplicity = 1

Each line ends with the Mulliken charge.
Element x y z (Å)
Li (1.710, -0.797, -5.425)  0.721
Li (2.811, 0.558, -2.632)  1.458
Li (2.367, 0.220, -0.161)  2.129
Li (-2.362, 1.045, -3.975)  0.897
N (1.201, -0.227, -1.630)  0.038
S (-0.338, 0.379, -1.208)  -0.155
O (-0.847, -0.262, 0.014)  -0.135
O (-1.231, 0.629, -2.317)  -0.185
F (0.056, 1.818, -0.719)  -0.215
S (0.737, -1.527, -2.236)  -1.006
O (1.011, -1.450, -3.675)  1.020
O (-0.405, -2.278, -1.746)  -0.215
F (1.995, -2.340, -1.664)  -0.425
N (-1.376, 2.459, -4.960)  -0.458
S (-0.129, 3.342, -4.145)  0.874
O (0.266, 4.688, -4.709)  -0.562
O (0.907, 2.562, -3.469)  -0.347
F (-1.103, 3.895, -2.989)  -0.299
S (-0.323, 1.922, -5.973)  0.830
O (0.373, 0.628, -5.606)  -0.438
O (0.280, 2.857, -6.891)  -0.570
F (-1.483, 1.360, -6.981)  -0.378
N (3.439, -0.108, -4.525)  -0.035
S (4.093, 0.995, -5.356)  0.976
O (3.403, 1.078, -6.630)  -0.653
O (5.457, 1.452, -5.240)  -0.597
F (3.372, 2.124, -4.412)  -0.277
S (4.731, -1.205, -4.950)  0.800
O (5.689, -1.509, -3.868)  -0.533
O (5.143, -1.473, -6.287)  -0.560
F (3.688, -2.409, -4.818)  -0.239
N (3.982, 1.024, -1.198)  -0.436
S (5.466, 0.828, -0.835)  0.592
O (5.772, 0.707, 0.533)  -0.547
O (6.476, 1.403, -1.681)  -0.635
F (5.565, -0.702, -1.276)  -0.253
S (4.100, 2.747, -0.943)  0.799
O (4.465, 3.628, -2.044)  -0.565
O (4.440, 3.152, 0.433)  -0.484
F (2.495, 3.009, -0.966)  -0.264
C (4.144, -5.222, -0.178)  -1.185
C (4.532, -3.783, -0.024)  0.421
O (4.402, -3.543, 1.392)  -0.430
P (3.204, -2.525, 1.715)  -0.237
O (3.206, -1.306, 0.866)  0.897
O (3.352, -2.237, 3.340)  -0.441
C (3.480, -3.311, 4.303)  -0.349
C (2.602, -2.989, 5.529)  -1.177
O (1.914, -3.533, 1.628)  -0.097
C (0.584, -3.017, 1.488)  0.943
C (-0.091, -4.279, 0.956)  -1.422
H (3.984, -5.437, -1.235)  0.324
H (4.893, -5.921, 0.193)  0.374
H (3.183, -5.396, 0.307)  0.193
H (5.600, -3.719, -0.232)  0.328
H (3.961, -3.116, -0.669)  -0.247
H (3.255, -4.316, 3.946)  0.351
H (4.544, -3.304, 4.538)  0.348
H (2.738, -3.687, 6.355)  0.413
H (2.733, -2.006, 5.980)  0.243
H (1.561, -2.892, 5.220)  0.303
H (0.057, -2.788, 2.414)  0.321
H (0.571, -2.261, 0.703)  -0.684
H (0.499, -4.640, 0.114)  0.269
H (-0.219, -5.009, 1.755)  0.433
H (-1.132, -4.080, 0.701)  0.225
C (-4.298, -3.512, -7.714)  -1.246
C (-3.771, -2.465, -6.693)  -0.047
O (-3.342, -3.081, -5.508)  -0.359
P (-2.284, -2.385, -4.464)  -0.277
O (-2.259, -0.889, -4.553)  0.077
O (-2.737, -3.092, -3.014)  -0.163
C (-3.918, -2.748, -2.348)  -0.542
C (-3.519, -1.902, -1.201)  -0.383
O (-0.881, -3.130, -4.885)  0.218
C (-0.812, -4.541, -4.863)  0.008
C (0.606, -4.920, -5.210)  -1.296
H (-5.372, -3.701, -7.698)  0.333
H (-4.017, -3.185, -8.715)  0.366
H (-3.856, -4.502, -7.605)  0.315
H (-2.899, -1.864, -6.954)  0.270
H (-4.492, -1.710, -6.379)  0.269
H (-4.588, -2.110, -2.925)  0.306
H (-4.423, -3.615, -1.921)  0.384
H (-2.991, -0.981, -1.447)  -0.238
H (-4.390, -1.641, -0.600)  0.544
H (-2.939, -2.502, -0.500)  0.063
H (-1.220, -5.066, -4.000)  0.288
H (-1.370, -4.817, -5.758)  0.202
H (0.637, -5.928, -5.623)  0.476
H (1.061, -4.232, -5.923)  0.273
H (1.272, -4.917, -4.347)  0.236
C (-4.177, 3.474, 7.247)  -1.269
C (-4.878, 2.546, 6.232)  0.113
O (-5.528, 3.282, 5.172)  -0.210
P (-6.001, 2.476, 3.845)  0.625
O (-6.830, 1.236, 4.092)  -0.755
O (-6.821, 3.650, 3.050)  -0.355
C (-6.170, 4.875, 2.916)  0.034
C (-7.092, 5.849, 2.126)  -1.278
O (-4.643, 2.178, 3.003)  0.114
C (-4.645, 1.363, 1.843)  -0.628
C (-3.347, 0.493, 1.709)  -0.314
H (-3.772, 2.989, 8.135)  0.374
H (-3.359, 4.027, 6.785)  0.274
H (-4.960, 4.183, 7.518)  0.368
H (-4.106, 1.992, 5.699)  0.026
H (-5.545, 1.819, 6.696)  0.309
H (-6.140, 5.309, 3.915)  0.210
H (-5.180, 4.806, 2.464)  0.281
H (-7.440, 5.471, 1.164)  0.349
H (-8.007, 6.005, 2.697)  0.309
H (-6.475, 6.722, 1.911)  0.373
H (-5.542, 0.772, 1.655)  0.431
H (-4.753, 1.957, 0.935)  0.334
H (-2.421, 1.056, 1.830)  0.063
H (-3.213, -0.238, 2.506)  0.369
H (-3.344, 0.034, 0.720)  -0.132
C (0.027, 1.454, 5.991)  -1.335
C (-0.359, 1.962, 4.688)  0.128
O (0.413, 1.280, 3.752)  -0.057
P (1.513, 2.014, 2.787)  -0.636
O (1.648, 1.425, 1.455)  0.918
O (1.076, 3.613, 2.806)  -0.301
C (2.044, 4.616, 2.334)  0.282
C (1.451, 6.073, 2.347)  -1.407
O (2.789, 1.910, 3.727)  -0.388
C (3.484, 0.710, 3.911)  1.060
C (4.515, 0.742, 5.010)  -1.604
H (0.098, 0.366, 5.977)  0.263
H (1.055, 1.704, 6.251)  0.282
H (-0.674, 1.805, 6.749)  0.407
H (-1.350, 1.557, 4.481)  -0.047
H (-0.433, 3.036, 4.518)  0.411
H (2.875, 4.553, 3.037)  0.269
H (2.446, 4.432, 1.338)  -0.116
H (1.023, 6.318, 3.319)  0.366
H (2.266, 6.786, 2.225)  0.421
H (0.885, 6.203, 1.425)  0.308
H (2.767, -0.084, 4.119)  0.022
H (3.909, 0.382, 2.962)  -0.228
H (4.960, -0.250, 5.101)  0.344
H (5.281, 1.491, 4.809)  0.371
H (4.031, 1.104, 5.916)  0.390


# 2
Entry from OMol25: a 6-piece molecular cluster, C24H60O12 overall in a non-equilibrium geometry (ωB97M-V/def2-TZVPD).

electronic energy = -50419.5061 eV
SMILES = COCCOC.COCCOC.COCCOC.COCCOC.COCCOC.COCCOC
gap between HOMO and LUMO = 10.11 eV
multiplicity = 1
energy relative to the best compared isomer or geometry (same formula, charge and spin) = 182.6 kcal/mol

Each line ends with the Mulliken charge.
Element x y z (Å)
C (-3.475, -2.658, 1.430)  -0.410
O (-2.796, -2.728, 2.649)  -0.395
C (-1.483, -2.423, 2.365)  0.330
C (-0.769, -2.106, 3.722)  -0.907
O (-1.017, -0.869, 4.353)  -0.369
C (-2.371, -0.506, 4.382)  -0.520
H (-3.132, -3.370, 0.679)  0.009
H (-3.657, -1.637, 1.095)  0.200
H (-4.437, -3.112, 1.668)  0.374
H (-1.322, -1.584, 1.689)  0.021
H (-0.866, -3.189, 1.896)  0.107
H (0.308, -2.217, 3.595)  0.372
H (-0.992, -2.974, 4.343)  0.400
H (-2.454, 0.404, 4.976)  0.280
H (-2.970, -1.254, 4.901)  0.295
H (-2.718, -0.081, 3.441)  0.116
C (0.986, 4.001, 2.615)  -0.444
O (1.334, 5.446, 2.797)  -0.381
C (0.112, 6.264, 2.653)  -0.605
C (-0.608, 6.168, 1.267)  -0.123
O (0.157, 6.446, 0.147)  -0.316
C (-0.486, 6.285, -1.138)  -0.615
H (0.527, 3.680, 1.680)  0.023
H (0.434, 3.723, 3.512)  0.330
H (1.855, 3.342, 2.605)  0.250
H (0.239, 7.327, 2.855)  0.368
H (-0.570, 5.993, 3.459)  0.360
H (-1.467, 6.839, 1.240)  0.420
H (-1.125, 5.220, 1.113)  -0.013
H (-1.136, 7.156, -1.214)  0.369
H (-1.107, 5.389, -1.136)  0.229
H (0.274, 6.084, -1.892)  0.161
C (0.382, -4.061, -0.661)  -1.359
O (1.036, -2.789, -0.345)  0.007
C (2.186, -2.895, 0.376)  -0.608
C (2.793, -1.598, 0.750)  -0.704
O (3.048, -0.631, -0.246)  -0.349
C (3.905, 0.410, 0.260)  -0.715
H (0.554, -4.779, 0.142)  0.564
H (0.675, -4.567, -1.581)  0.389
H (-0.704, -4.031, -0.742)  0.314
H (2.961, -3.532, -0.049)  0.398
H (2.093, -3.521, 1.264)  0.420
H (3.673, -1.715, 1.382)  0.544
H (2.018, -1.293, 1.453)  0.209
H (3.635, 1.004, 1.133)  0.351
H (3.908, 1.141, -0.550)  0.062
H (4.928, 0.067, 0.413)  0.423
C (-0.478, -7.616, -0.760)  -0.438
O (-1.736, -7.283, -1.401)  -0.415
C (-2.567, -6.567, -0.535)  0.126
C (-3.770, -6.005, -1.343)  -0.746
O (-3.464, -4.683, -1.655)  -0.109
C (-4.527, -3.936, -2.084)  -0.698
H (0.152, -6.738, -0.904)  0.026
H (0.013, -8.407, -1.327)  0.271
H (-0.665, -8.033, 0.230)  0.328
H (-1.934, -5.817, -0.062)  -0.091
H (-2.978, -7.122, 0.308)  0.324
H (-4.657, -6.195, -0.739)  0.380
H (-3.912, -6.405, -2.347)  0.412
H (-4.801, -4.204, -3.104)  0.267
H (-4.056, -2.973, -1.884)  0.163
H (-5.435, -4.068, -1.496)  0.349
C (-1.527, -1.457, -1.804)  -0.189
O (-1.427, -0.273, -0.930)  -0.253
C (-0.147, 0.334, -1.317)  -0.102
C (-0.062, 1.577, -0.400)  0.032
O (-1.229, 2.418, -0.384)  -0.403
C (-2.154, 2.066, 0.659)  -1.010
H (-0.544, -1.823, -2.097)  0.342
H (-2.060, -1.357, -2.750)  0.426
H (-2.077, -2.238, -1.279)  -0.569
H (-0.237, 0.724, -2.330)  0.386
H (0.663, -0.340, -1.036)  0.294
H (0.669, 2.189, -0.929)  -0.472
H (0.399, 1.266, 0.538)  0.384
H (-2.724, 2.925, 1.012)  0.428
H (-1.617, 1.797, 1.568)  0.359
H (-2.806, 1.256, 0.332)  0.317
C (1.310, 3.319, -3.940)  -0.645
O (2.577, 3.867, -3.477)  -0.427
C (2.799, 3.655, -2.080)  0.678
C (4.238, 4.281, -1.735)  -0.894
O (5.260, 3.368, -2.138)  -0.296
C (6.523, 3.957, -2.064)  -0.756
H (0.960, 3.894, -4.797)  0.331
H (0.496, 3.317, -3.215)  0.152
H (1.511, 2.290, -4.240)  0.295
H (2.782, 2.593, -1.838)  -0.087
H (1.951, 4.060, -1.528)  -0.099
H (4.260, 4.665, -0.715)  0.453
H (4.304, 5.125, -2.422)  0.482
H (6.548, 4.399, -3.060)  0.284
H (7.269, 3.175, -1.925)  0.222
H (6.549, 4.758, -1.325)  0.328


# 3
Entry from OMol25: a 8-piece molecular cluster, C24H60O20P4 overall in a non-equilibrium geometry (ωB97M-V/def2-TZVPD).

electronic energy = -103959.7494 eV
SMILES = COP(=O)(OC)OC.COP(=O)(OC)OC.COP(=O)(OC)OC.COP(=O)(OC)OC.CC(C)=O.CC(C)=O.CC(C)=O.CC(C)=O
gap between HOMO and LUMO = 9.11 eV
multiplicity = 1
energy relative to the best compared isomer or geometry (same formula, charge and spin) = 57.8 kcal/mol

Each line ends with the Mulliken charge.
Element x y z (Å)
C (43.957, 34.621, 39.066)  -0.886
O (43.612, 34.284, 40.393)  -0.272
P (42.781, 32.864, 40.674)  0.691
O (43.697, 31.921, 41.235)  -0.815
O (41.738, 33.152, 41.756)  0.103
C (41.568, 32.355, 43.002)  -0.608
O (42.154, 32.182, 39.411)  -0.355
C (40.825, 31.470, 39.479)  -0.329
H (44.375, 35.536, 38.913)  0.511
H (43.102, 35.119, 38.551)  0.162
H (44.178, 33.875, 38.289)  0.355
H (41.102, 31.319, 42.579)  0.128
H (40.705, 32.632, 43.667)  0.268
H (42.387, 32.159, 43.743)  0.319
H (41.137, 30.568, 40.206)  0.166
H (40.574, 30.986, 38.641)  0.588
H (39.991, 31.974, 40.002)  -0.014
C (33.502, 25.820, 35.687)  -0.684
O (33.275, 27.111, 35.218)  -0.286
P (32.555, 28.217, 36.181)  0.648
O (31.126, 28.083, 35.765)  -0.764
O (32.705, 27.773, 37.675)  -0.207
C (33.646, 28.358, 38.543)  0.158
O (33.073, 29.722, 35.937)  -0.026
C (32.781, 30.423, 34.732)  -0.904
H (33.999, 25.634, 36.675)  0.261
H (33.693, 25.044, 34.768)  0.275
H (32.555, 25.269, 35.988)  0.296
H (34.450, 27.639, 38.407)  0.458
H (33.143, 28.318, 39.620)  -0.270
H (33.921, 29.254, 38.337)  0.007
H (33.320, 31.377, 34.558)  0.267
H (31.636, 30.574, 34.467)  0.287
H (33.164, 29.805, 34.042)  0.474
C (34.206, 33.296, 40.636)  -0.824
O (33.132, 32.682, 40.008)  -0.298
P (32.300, 31.589, 40.855)  0.475
O (33.010, 30.353, 41.039)  0.197
O (31.996, 32.229, 42.269)  -0.350
C (30.750, 32.157, 42.778)  -0.715
O (30.927, 31.294, 39.973)  -0.433
C (30.263, 29.947, 40.036)  -0.434
H (35.003, 32.586, 41.128)  0.138
H (33.656, 33.729, 41.692)  0.310
H (34.515, 33.988, 39.978)  0.484
H (30.514, 32.474, 43.874)  0.246
H (30.685, 30.994, 43.025)  0.224
H (29.956, 32.571, 42.253)  0.363
H (30.107, 29.659, 41.010)  0.277
H (30.975, 29.337, 39.487)  0.014
H (29.295, 29.844, 39.667)  0.358
C (41.598, 36.378, 42.238)  -0.567
O (40.990, 36.844, 41.094)  -0.424
P (39.840, 35.977, 40.218)  0.998
O (40.537, 34.891, 39.616)  -0.611
O (38.704, 35.584, 41.387)  -0.416
C (38.344, 34.197, 41.619)  -0.215
O (39.200, 36.964, 39.107)  -0.334
C (37.984, 37.686, 39.443)  -0.652
H (42.403, 35.790, 41.974)  0.289
H (41.032, 35.840, 42.937)  0.230
H (41.828, 37.165, 43.067)  0.288
H (38.219, 33.545, 40.820)  -0.033
H (37.364, 34.114, 42.063)  0.474
H (39.077, 33.661, 42.155)  0.160
H (37.930, 38.061, 40.487)  0.291
H (37.074, 37.029, 39.422)  0.185
H (37.723, 38.496, 38.805)  0.329
C (36.990, 33.714, 36.011)  -1.185
C (36.797, 32.813, 37.172)  0.565
C (35.623, 31.848, 37.103)  -1.541
O (37.539, 32.740, 38.122)  -0.465
H (36.076, 33.858, 35.433)  0.358
H (37.841, 33.368, 35.375)  0.320
H (37.488, 34.665, 36.445)  0.243
H (35.395, 31.561, 36.235)  0.902
H (34.979, 32.071, 37.815)  0.302
H (35.834, 30.882, 37.514)  0.455
C (34.604, 24.335, 42.010)  -1.464
C (35.018, 25.828, 41.906)  0.857
C (34.047, 26.859, 42.075)  -0.485
O (36.102, 26.153, 41.421)  -0.524
H (33.584, 24.166, 41.969)  0.415
H (35.011, 23.958, 42.856)  0.395
H (35.095, 23.832, 41.123)  0.314
H (34.532, 27.804, 41.868)  -0.150
H (33.583, 26.803, 43.191)  0.342
H (32.937, 26.949, 41.660)  0.289
C (36.539, 30.340, 43.133)  -2.080
C (37.294, 30.374, 41.815)  1.049
C (36.622, 29.777, 40.536)  -0.071
O (38.431, 30.808, 41.700)  -0.496
H (37.480, 30.245, 43.823)  0.368
H (35.753, 29.851, 43.143)  0.616
H (36.085, 31.327, 43.198)  0.495
H (36.378, 28.816, 41.066)  -0.181
H (37.475, 29.961, 39.861)  0.233
H (35.793, 30.203, 40.428)  0.038
C (38.306, 27.000, 43.721)  -0.923
C (39.710, 27.005, 43.059)  0.867
C (39.799, 26.913, 41.567)  -0.723
O (40.774, 27.189, 43.772)  -0.628
H (37.723, 25.933, 43.452)  0.065
H (37.607, 27.824, 43.558)  0.102
H (38.408, 26.921, 44.662)  0.666
H (40.625, 26.398, 41.186)  0.415
H (39.816, 27.876, 41.246)  -0.051
H (38.947, 26.509, 41.139)  0.264


| no. | E_LUMO (eV) |
| --- | --- |
| 1 | -0.9 |
| 2 | 0.6 |
| 3 | 0.1 |